C4H10NO3 | ωB97M-V/def2-TZVPD

LUMO, eV: 3.840
Largest force on an atom, eV Å⁻¹: 1.571
Frontier orbital gap, eV: 7.9
E_HOMO, hartree: -0.1491
Energy above the lowest of the compared OMol25 structures with the same formula, charge and spin, kJ/mol: 201.2

Structure (ORCA input):
```
! RIJCOSX wB97M-V def2-TZVPD def2/J DEFGRID3
* xyz -1 1
O -2.27836 -1.59139 -2.07354
C -1.88999 -1.16247 -0.99478
N -1.03281 -0.14219 -0.82994
C -0.61998 0.32175 0.48184
C 0.29098 -0.64004 1.31694
C 1.29666 0.24752 2.02566
O 2.03568 0.98037 1.13919
H -2.25432 -1.58738 -0.04331
H -0.59779 0.28669 -1.62745
H -1.46333 0.69335 1.06765
H 0.02751 1.17187 0.26296
H -0.44871 -1.13258 1.95775
H 0.77059 -1.34549 0.63829
H 0.71798 0.90232 2.73998
H 2.00216 -0.20800 2.75138
H 1.86759 1.33522 -0.08444
H 1.97070 0.88167 -1.76961
O 1.60387 1.55187 -1.19290
*
```

=====

C4H10NO3 | ωB97M-V/def2-TZVPD

LUMO, eV: 3.750
Largest force on an atom, eV Å⁻¹: 3.439
Frontier orbital gap, eV: 7.8
E_HOMO, hartree: -0.1499
Energy above the lowest of the compared OMol25 structures with the same formula, charge and spin, kJ/mol: 89.5

Structure (ORCA input):
```
! RIJCOSX wB97M-V def2-TZVPD def2/J DEFGRID3
* xyz -1 1
C -0.50376 0.38814 0.28260
N 0.59202 0.11588 -0.62119
C 0.49003 -0.98027 -1.62032
O 1.37760 -0.83551 -2.49906
O -0.26936 -1.89267 -1.29413
C -0.39341 -0.17732 1.75342
C -1.79427 -0.36778 2.31834
H -1.42982 0.02954 -0.19638
H -0.45362 1.48621 0.34134
H 1.48137 0.55716 -0.47440
H -0.04731 -1.18936 1.58851
H 0.31513 0.40701 2.32276
H -2.23084 -1.21717 1.75519
H -1.77562 -0.57974 3.39177
H -2.49826 0.41251 2.02756
H 1.98938 1.72867 -2.52297
H 2.43205 0.62638 -3.44690
O 2.71867 1.48832 -3.10614
*
```

=====

C4H10NO3 | ωB97M-V/def2-TZVPD

LUMO (alpha / beta), eV: -3.310 / -3.310
Largest force on an atom, eV Å⁻¹: 3.580
Frontier orbital gap (alpha / beta), eV: 8.8 / 8.8
E_HOMO (alpha / beta), hartree: -0.4458 / -0.4459
Energy above the lowest of the compared OMol25 structures with the same formula, charge and spin, kJ/mol: 438.1

Structure (ORCA input):
```
! RIJCOSX wB97M-V def2-TZVPD def2/J DEFGRID3
* xyz 1 1
C -0.52698 2.00626 -0.55868
C -0.18431 2.74163 0.67783
C -0.06127 -1.77226 -1.71723
C 0.26398 -0.18501 0.56909
N -0.32106 -1.55185 -0.27339
O -0.93133 1.77577 -1.58749
O 1.54554 -0.32600 0.66617
O -0.38829 -0.22177 1.79993
H -0.56385 3.80640 0.45328
H -0.62944 2.00211 1.51263
H 0.92264 2.66052 0.62717
H -0.43870 -2.71862 -2.07797
H -0.20370 -0.81445 -2.18543
H 0.99930 -1.85302 -1.69460
H -0.14949 -2.47392 0.13731
H -1.31261 -1.58712 -0.14663
H 1.94707 -0.93473 1.24676
H 0.03250 -0.55395 2.55126
*
```

=====

C4H10NOS | ωB97M-V/def2-TZVPD

LUMO, eV: 3.285
Structure (SMILES): C[C@@H](CS)NC[O-]
Largest force on an atom, eV Å⁻¹: 2.234
Frontier orbital gap, eV: 6.1
E_HOMO, hartree: -0.1025
Energy above the lowest of the compared OMol25 structures with the same formula, charge and spin, kJ/mol: 265.4

Structure (ORCA input):
```
! RIJCOSX wB97M-V def2-TZVPD def2/J DEFGRID3
* xyz -1 1
C 0.32585 1.69123 0.92115
C 0.03790 0.34925 0.16970
C 0.92507 0.24286 -1.06737
S 0.42799 1.18529 -2.53519
N 0.06648 -0.80457 1.11434
C -1.02247 -1.74241 0.63932
O -0.67631 -2.41221 -0.48848
H -0.00664 2.46222 0.23035
H 1.34859 1.69171 1.27990
H -0.20039 1.59338 1.88785
H -0.98279 0.47432 -0.20277
H 0.77651 -0.80475 -1.35475
H 1.90184 0.65315 -0.78706
H -0.63103 0.31795 -2.74288
H 0.88023 -1.40302 0.97063
H -1.90107 -1.08277 0.47051
H -1.26978 -2.41162 1.49473
*
```

=====

C4H10NOS | ωB97M-V/def2-TZVPD

LUMO, eV: -3.375
Structure (SMILES): C=C([NH2+]CS)OC
Largest force on an atom, eV Å⁻¹: 3.669
Frontier orbital gap, eV: 10.6
E_HOMO, hartree: -0.5135
Energy above the lowest of the compared OMol25 structures with the same formula, charge and spin, kJ/mol: 329.6

Structure (ORCA input):
```
! RIJCOSX wB97M-V def2-TZVPD def2/J DEFGRID3
* xyz 1 1
C -1.22978 0.99367 -1.22524
C -0.88965 -0.01178 -0.37239
N -0.20652 0.50380 1.05132
C 1.34942 0.42502 1.37671
S 1.76613 1.05331 2.97147
O -0.77562 -1.36561 -0.46186
C -0.46417 -1.83678 -1.75786
H -1.88692 0.73963 -2.04139
H -1.46369 1.87006 -0.66433
H -0.55290 1.41394 1.18222
H -0.53438 -0.14888 1.76606
H 1.41488 -0.63748 1.25432
H 1.86031 0.95417 0.56017
H 2.54152 2.04413 2.60372
H -0.68060 -2.90213 -1.79006
H 0.66422 -1.81928 -1.93484
H -0.91224 -1.27578 -2.51800
*
```

=====

C4H10NS | ωB97M-V/def2-TZVPD

LUMO, eV: 3.685
Structure (SMILES): CCNCC[S-]
Largest force on an atom, eV Å⁻¹: 5.847
Frontier orbital gap, eV: 6.1
E_HOMO, hartree: -0.0874
Energy above the lowest of the compared OMol25 structures with the same formula, charge and spin, kJ/mol: 113.6

Structure (ORCA input):
```
! RIJCOSX wB97M-V def2-TZVPD def2/J DEFGRID3
* xyz -1 1
C -3.33307 0.08628 0.35786
C -2.03617 0.18283 -0.29822
N -1.17860 -0.81870 0.14459
C 0.38661 -0.76749 -0.38102
C 1.04179 0.31638 0.34536
S 2.81476 0.43957 -0.13159
H -3.29474 0.64104 1.33681
H -3.61961 -1.00763 0.52416
H -4.09535 0.59717 -0.26854
H -2.17622 -0.13723 -1.35039
H -1.69431 1.25037 -0.26304
H -0.90794 -0.72254 1.19924
H 0.68577 -1.81303 -0.32826
H 0.40478 -0.47459 -1.45709
H 0.52888 1.16449 0.05723
H 1.02764 0.29181 1.49916
*
```

=====

C4H10NS | ωB97M-V/def2-TZVPD

LUMO (alpha / beta), eV: -4.971 / -5.384
Largest force on an atom, eV Å⁻¹: 3.559
Frontier orbital gap (alpha / beta), eV: 8.1 / 7.3
E_HOMO (alpha / beta), hartree: -0.4790 / -0.4676
Energy above the lowest of the compared OMol25 structures with the same formula, charge and spin, kJ/mol: 716.3

Structure (ORCA input):
```
! RIJCOSX wB97M-V def2-TZVPD def2/J DEFGRID3
* xyz 1 1
C -2.01593 0.75974 0.08507
C 0.14130 -0.18730 0.42860
C -3.17084 -0.05729 0.05091
C 2.42655 -0.37034 -0.04938
N 1.27865 0.60374 -0.02345
S 4.03204 0.45297 0.14197
H -2.09865 1.81413 0.32504
H -0.04505 -0.98057 -0.30844
H -3.75410 0.05456 0.97618
H -2.97855 -1.10733 -0.15928
H -3.84845 0.37810 -0.69963
H 2.30859 -1.02790 0.81526
H 2.38107 -0.96072 -0.96398
H 1.17309 1.05131 -0.94463
H 1.48691 1.34071 0.66548
H 4.21018 0.77080 -1.14491
*
```

=====

C4H10O | ωB97M-V/def2-TZVPD

LUMO, eV: 1.181
Structure (SMILES): [H][H].CC=O.C=C
Largest force on an atom, eV Å⁻¹: 0.534
Frontier orbital gap, eV: 11.1
E_HOMO, hartree: -0.3635
Energy above the lowest of the compared OMol25 structures with the same formula, charge and spin, kJ/mol: 229.8

Structure (ORCA input):
```
! RIJCOSX wB97M-V def2-TZVPD def2/J DEFGRID3
* xyz 0 1
H -0.72343 -0.81553 -2.11587
H -0.19807 -0.78696 -1.58796
C -1.84725 0.35363 0.77556
C -1.31524 1.53280 0.00787
O -0.25977 2.07558 0.23498
H -2.26080 -0.39671 0.09363
H -2.66490 0.69296 1.42426
H -1.05656 -0.08557 1.38791
H -1.97599 1.91278 -0.80089
C 1.93101 -0.18945 0.43528
C 2.17085 -1.30531 -0.24490
H 1.69088 -0.21062 1.49629
H 1.95766 0.79148 -0.03035
H 2.13591 -2.28368 0.22882
H 2.41568 -1.28540 -1.30464
*
```